# 1
Formula: C39H63F3O20SY
Source: OMol25
Level of theory: ωB97M-V/def2-TZVPD

Last column: Löwdin charge in e.
Geometry (Å):
C 4.58 -1.15 2.49  -0.05
C 4.64 -2.47 3.25  -0.11
O 3.26 5.88 -4.66  0.17
H 5.43 -2.50 4.01  0.13
H -2.75 0.07 -2.21  0.10
H 1.64 3.90 -3.88  0.11
C -0.57 1.02 6.65  -0.12
H 2.51 -2.95 3.37  0.12
O 4.31 5.33 -2.78  0.04
Y 2.73 2.93 2.32  1.88
H 0.53 5.12 -0.29  0.10
C -4.16 -1.40 -3.06  -0.12
S 1.55 0.13 0.06  0.52
H 0.21 6.05 1.14  0.12
H -1.43 -5.33 3.65  0.13
H -0.61 0.37 -2.73  0.07
H -1.29 -2.03 3.43  0.13
H 0.20 -5.75 3.34  0.13
H 0.83 -5.06 -1.79  0.11
H -0.61 1.89 7.32  0.12
C 2.98 3.49 -2.12  -0.15
F -0.71 -0.01 1.38  0.14
C -2.07 -4.52 -3.27  -0.17
H -1.38 4.37 1.99  0.07
C 0.18 1.69 4.51  -0.45
C -0.16 0.63 -3.69  -0.15
H 0.95 0.01 5.49  0.11
H -1.83 4.91 0.38  0.09
H -4.35 0.50 1.03  0.10
H 3.30 -3.02 4.92  0.14
C -0.28 0.09 0.11  -0.67
H 4.86 -1.56 -0.75  0.09
O -2.76 -0.22 -5.94  0.13
H 3.77 5.04 -0.80  0.12
O 0.84 2.16 3.60  -0.02
H 5.01 3.94 -1.43  0.12
O -1.29 -3.39 -3.65  -0.17
H 5.70 -2.43 -1.99  0.12
H -4.97 3.54 3.73  0.12
H -2.53 1.67 6.01  0.13
C 0.68 1.03 5.77  -0.05
C -4.67 2.63 0.63  -0.15
H -2.02 -5.05 -1.16  0.10
H -6.03 -1.26 -4.22  0.13
C -0.60 -0.36 -4.76  -0.04
C -5.58 0.54 -3.14  -0.48
H -1.31 -3.80 1.94  0.11
C 4.91 -0.48 -2.66  -0.16
C -0.82 1.95 -4.14  -0.15
O 1.92 0.44 -1.27  -0.25
H -2.08 -5.22 -4.11  0.12
H 3.42 -3.44 -2.22  0.13
H 0.61 -4.15 -4.02  0.13
C 0.01 -3.00 4.78  -0.51
C 3.54 -2.37 -2.28  -0.07
C 3.36 -1.83 -3.69  -0.48
C 0.28 5.02 0.77  -0.36
H -4.79 -0.31 -4.90  0.11
H -1.26 -6.24 -2.20  0.11
H -2.87 1.47 1.12  0.08
O 1.92 -1.20 0.51  -0.28
O -5.05 3.55 1.68  -0.14
O 2.65 -2.22 -4.56  0.14
H 3.36 2.61 -2.64  0.11
F -0.76 1.21 -0.42  0.14
O 4.22 -0.79 -3.88  0.03
H -5.15 1.26 3.10  0.12
O -1.13 1.68 4.44  0.07
H -2.09 0.08 5.38  0.13
H 0.15 -0.42 -5.55  0.14
F -0.69 -0.96 -0.59  0.16
C 2.20 4.37 -3.08  -0.06
H 5.55 -0.68 2.41  0.14
H 5.93 -0.16 -2.87  0.13
C 3.62 -0.35 3.32  -0.44
O -0.04 -4.33 4.84  0.06
H 1.45 4.98 -2.56  0.13
H -3.28 -1.72 -3.62  0.09
H -3.40 3.77 2.91  0.10
H -3.38 1.30 3.40  0.08
O 1.31 4.34 1.43  -0.42
H 0.42 -1.78 3.04  0.10
C -1.38 -5.17 -2.03  -0.14
H -0.13 2.58 -4.70  0.11
C -3.93 1.47 1.33  -0.15
C -0.31 -2.51 3.39  -0.08
C 0.05 -3.63 -3.25  -0.20
C -0.43 -4.89 3.59  -0.14
C -5.15 -0.67 -3.94  -0.07
O -6.52 1.25 -3.29  0.14
C -4.36 3.24 2.87  -0.22
C -3.74 -0.33 -2.02  -0.14
C 4.08 4.46 -1.68  -0.18
H -5.57 2.29 0.14  0.12
H -0.72 -1.33 -4.29  0.09
O -4.68 0.75 -2.14  0.00
C 4.87 -1.75 -1.83  -0.14
H -4.00 3.20 -0.01  0.11
O 0.28 -2.31 5.73  0.11
H 2.72 -1.90 -1.72  0.09
C 3.29 -2.49 3.98  -0.09
O 1.91 1.20 1.01  -0.42
H -3.85 -0.72 -1.01  0.11
H 4.84 -3.34 2.63  0.13
H 0.52 -2.67 -3.02  0.09
C -4.20 1.72 2.83  -0.15
H -0.04 -3.76 -1.08  0.09
H 1.52 1.54 6.22  0.13
C -0.39 -3.77 2.53  -0.12
H -4.65 -2.24 -2.58  0.11
H 4.13 -1.29 1.50  0.11
H -0.71 0.15 7.29  0.12
H 0.47 -3.85 1.86  0.11
C -1.07 4.36 0.94  -0.07
O 3.37 0.85 3.29  -0.06
H -1.17 2.56 -3.31  0.12
H -1.08 3.30 0.68  0.06
C -0.05 -4.43 -1.94  -0.16
O 2.95 -1.10 4.15  0.08
H 2.41 3.15 -1.26  0.09
C -1.71 1.07 5.63  -0.10
H 0.91 0.73 -3.54  0.10
H -3.08 -4.19 -3.02  0.10
C 3.26 5.29 -3.64  -0.48
O -1.94 1.57 -4.93  0.03
C -1.87 0.26 -5.30  -0.46
H 4.39 0.33 -2.13  0.10

Summary:
Total charge: +1
Lowest unoccupied orbital energy (eV): -5.30
Frontier orbital gap (eV): 5.804
Highest occupied orbital energy (eV): -11.1075


# 2
Formula: C39H64N2O14
Source: OMol25
Level of theory: ωB97M-V/def2-TZVPD

Last column: Löwdin charge in e.
Geometry (Å):
H 0.86 3.03 -1.59  0.12
C 2.64 5.30 0.63  -0.19
H 0.99 -0.32 1.93  0.12
H 6.73 0.62 -0.24  0.09
O -4.26 -4.15 -8.09  0.10
H -7.22 -3.74 -5.74  0.11
H -5.29 -3.78 -4.05  0.07
H 1.44 2.20 -0.09  0.12
O -3.45 -2.83 4.98  -0.01
O -4.68 -3.93 -0.09  0.01
C -2.62 -0.81 3.92  -0.07
H -4.13 -4.41 2.48  0.09
H 7.16 -1.83 -4.34  0.12
H 2.57 -2.12 3.82  0.07
H 3.62 2.82 -0.56  0.11
O 6.18 -0.37 -3.32  0.01
H -7.37 2.11 0.36  0.08
C -5.14 -5.41 -6.29  0.01
H -5.84 3.98 0.93  0.12
H 7.72 -1.63 -2.70  0.11
H 4.98 -2.73 -3.56  0.09
H 7.10 -0.95 -0.89  0.07
H -2.98 -5.13 -0.29  0.11
C 6.09 5.01 2.77  -0.07
C -5.86 -2.87 -4.27  -0.08
C 5.85 -2.73 -2.90  -0.06
C -2.83 -2.45 -0.71  0.02
H 4.88 4.72 -1.28  0.10
H 2.37 4.22 0.48  0.12
C -1.17 -3.07 5.87  0.01
O 2.54 -1.39 1.19  -0.01
C 3.11 6.04 -0.69  -0.23
N 0.53 6.72 1.53  0.16
H 0.29 -0.42 -0.67  0.15
H -2.71 -3.65 1.78  0.06
H 3.66 1.81 -2.06  0.09
H -1.23 -2.05 6.25  0.07
H 2.82 -4.66 0.96  0.09
C 2.05 -1.20 3.56  -0.06
O -5.10 -2.13 -1.30  0.08
H 2.16 6.35 -1.23  0.15
H 3.67 3.77 -3.36  0.12
O -5.50 -3.01 -6.67  0.00
H 7.16 4.73 2.60  0.09
C 0.16 0.42 -1.41  -0.28
C 1.30 6.00 1.09  -0.18
C -2.51 -3.65 5.47  -0.54
H -5.17 -2.04 -4.21  0.08
H -0.49 -3.11 5.02  0.08
C -6.50 -2.93 -5.64  -0.23
C 3.12 4.01 -2.40  -0.17
O 1.32 1.02 -1.90  -0.07
H -3.04 -1.13 2.96  0.06
H -3.03 -1.08 6.04  0.11
H -7.27 3.28 -0.97  0.08
O -4.81 2.24 1.09  0.00
C 3.08 -2.56 0.80  -0.51
H 6.38 5.40 5.01  0.10
C -6.71 2.54 -0.39  -0.06
O 3.83 -2.60 -0.14  0.09
H -4.38 -5.86 0.47  0.12
C -4.28 -2.83 -0.75  -0.51
C 4.25 5.75 4.32  -0.07
C 5.12 4.98 1.64  -0.02
H -4.83 3.65 -0.46  0.11
C 3.94 5.17 -1.70  -0.16
O -3.20 0.77 1.43  0.07
H 5.42 -0.56 -0.46  0.08
H -2.66 0.96 -1.04  0.04
H 3.92 6.02 5.36  0.10
C 3.11 2.65 -1.56  -0.14
H -5.13 -6.26 -6.97  0.09
H 2.10 4.35 -2.71  0.11
H 4.27 5.87 -2.53  0.13
C 3.69 5.34 1.81  -0.15
O 5.67 1.55 -2.35  0.07
H -7.05 -2.00 -5.82  0.12
C 6.07 0.42 -2.24  -0.51
H 5.48 -2.58 -1.89  0.04
H -3.95 2.06 -1.44  0.08
H -4.31 -5.50 -5.59  0.09
H -6.42 1.73 -1.06  0.07
H 5.54 4.65 0.66  0.09
C 1.49 -1.26 2.15  -0.24
H 1.82 -3.79 2.10  0.07
C 5.68 5.40 4.14  -0.08
H -0.77 -3.67 6.69  0.09
C 1.60 2.27 -1.22  -0.17
H 2.23 6.00 3.47  0.09
C -3.30 -4.57 1.80  -0.06
O -0.96 0.74 -1.72  0.07
H -1.58 -1.14 3.93  0.06
C -4.95 -4.15 -7.11  -0.53
C 6.35 -0.17 -0.88  0.02
H -2.67 -5.37 2.20  0.09
H -4.33 0.34 -1.14  0.09
H 3.58 -3.91 2.38  0.10
C -3.40 -1.40 5.07  -0.22
C 2.80 -3.79 1.62  0.02
H -2.15 -3.29 -0.64  0.07
H -6.09 -5.45 -5.76  0.07
N 4.38 8.39 -0.20  0.15
H 6.33 -3.72 -2.96  0.08
O -2.70 -4.84 5.52  0.10
C -3.71 1.19 -0.83  0.01
H -2.66 -1.77 0.13  0.09
H 0.74 -2.05 2.03  0.11
H 2.77 -0.38 3.65  0.09
H -6.63 -2.76 -3.50  0.08
H -2.58 -1.93 -1.64  0.09
C 3.29 5.73 3.19  -0.02
H -4.44 -1.06 5.01  0.13
H 1.24 -1.04 4.28  0.07
C -3.80 -4.94 0.41  -0.23
C 6.82 -1.65 -3.31  -0.23
C -3.86 1.40 0.64  -0.50
C -5.51 3.18 0.27  -0.23
C 3.80 7.40 -0.33  -0.16
H -2.64 0.28 3.96  0.08

Summary:
Structure (SMILES): N#C[C@H](c1ccccc1)[C@@H](C#N)CCCCOC=O.CCOC(C)=O.CCOC(C)=O.CCOC(C)=O.CCOC(C)=O.CCOC(C)=O.CCOC(C)=O
Lowest unoccupied orbital energy (eV): 0.02
Frontier orbital gap (eV): 9.427
Highest occupied orbital energy (eV): -9.4079
Relative energy (zero: lowest compared OMol25 entry of this formula, charge and spin) (kcal per mole): 46.0